{
  "formula": "C50H66Cl2NP3SiTi",
  "method": "the ωB97M-V functional and the def2-TZVPD basis",
  "molar_mass_g_mol": 920.9,
  "e_above_lowest_kcal_mol": 60.19,
  "gap_ev": 6.603,
  "energy_ha": -5082.5079,
  "total_charge": 2,
  "largest_force_ha_per_bohr": 0.0116,
  "species": ["C", "H", "N", "H", "H", "H", "C", "H", "C", "H", "H", "P", "H", "H", "C", "H", "H", "P", "C", "C", "H", "H", "H", "C", "C", "H", "H", "H", "H", "H", "H", "C", "H", "C", "H", "Ti", "H", "C", "H", "H", "H", "C", "H", "H", "C", "C", "C", "H", "H", "C", "H", "H", "C", "C", "C", "H", "C", "H", "H", "H", "C", "Cl", "C", "C", "C", "H", "H", "H", "C", "C", "C", "H", "H", "C", "C", "C", "H", "C", "H", "H", "C", "H", "H", "H", "H", "C", "C", "H", "H", "Si", "C", "Cl", "H", "C", "H", "C", "H", "P", "H", "H", "H", "C", "C", "H", "C", "H", "C", "H", "H", "C", "H", "C", "H", "C", "C", "C", "H", "H", "H", "C", "H", "C", "C", "C"],
  "coordinates": [[-0.2429, -0.7892, 3.7854], [-2.9981, 2.2300, 3.8900], [-1.4543, 1.6138, 0.4544], [-1.9881, 3.3033, -4.5391], [3.7671, 4.2649, 0.5401], [-0.3515, -2.2334, -2.7748], [-0.3516, -3.3965, -0.0417], [-0.9506, -1.3102, 4.4169], [-1.4271, 3.2200, 4.9504], [2.7312, 2.8193, 3.0353], [2.9594, -1.3720, 1.8055], [-1.8715, 0.2245, -2.4520], [1.7452, 3.7924, -0.5049], [2.7431, 0.7682, 3.9365], [-0.4999, -0.6174, 2.4394], [-0.8075, -0.4277, -4.4844], [3.2399, -5.4782, -0.8510], [2.2756, -2.4453, -0.1575], [4.7839, -1.7468, 0.7664], [1.2923, 2.8322, -0.7365], [4.5652, -4.5557, -0.1313], [-3.4349, -2.9854, 0.9290], [-2.0229, -2.8051, -2.9988], [1.8224, 0.3922, 3.5026], [3.2306, 4.2021, 1.4894], [2.3452, -1.2757, -5.0878], [-2.2972, 3.2179, -1.5782], [-5.8117, -2.6936, 0.4189], [0.3828, 2.8048, -0.1172], [-0.6723, 2.7233, -3.5241], [-2.6617, -1.7024, -5.6174], [-4.0680, 3.6838, 1.5655], [1.6226, -4.4575, -2.4204], [-3.7248, -2.2972, 0.1438], [-4.0006, 0.3324, 1.0345], [-0.0958, 0.7101, -0.3218], [4.6929, -0.9956, -0.0193], [0.9932, -3.6874, 0.2793], [2.6587, -3.6122, 2.7950], [2.9576, -4.0233, -3.4849], [-3.3971, 4.5151, 1.7426], [-0.2043, 3.8693, 4.8508], [-3.0733, -0.0202, -5.3364], [4.0934, 2.7494, -1.0935], [2.6818, -0.3340, -4.6715], [-5.4715, -1.2580, -1.1408], [-3.1143, 2.7541, -2.1334], [3.1799, 2.0750, -2.4413], [5.3512, -1.2917, 1.5796], [3.5051, 1.8885, -1.4196], [-1.4567, -0.9719, 2.0562], [3.9954, -2.6561, -1.7464], [-0.9713, -5.7009, 0.3971], [3.9517, -4.6706, -1.0220], [-3.1770, -0.6554, -1.5387], [2.1866, 4.4648, 1.3207], [-0.1535, 3.4302, 2.4905], [5.0932, 3.5246, 3.3459], [-5.8346, 4.8885, 1.6573], [5.3718, -2.5795, 0.3792], [1.5809, 0.5694, 2.1297], [1.4615, 0.1228, -3.4226], [-5.4357, 3.8920, 1.5261], [-1.6285, -0.8771, -3.9271], [3.6015, -3.3122, 2.3405], [2.6821, 0.4630, -5.4046], [0.2535, 4.2973, 5.7329], [-1.9194, 3.1291, 5.9089], [3.4221, -2.2190, 1.2900], [4.8443, 2.6996, 2.6768], [-2.0812, 2.2242, 1.3987], [-0.8679, -2.8616, -4.3246], [5.0003, 1.7648, 3.2170], [2.3151, 1.7103, -0.4731], [0.3948, 0.0508, 1.5846], [-1.3070, -4.4259, -0.0168], [-6.5218, -1.1486, -1.3780], [-5.7783, 1.5338, 1.1800], [-1.2317, 1.7534, -4.8906], [-4.8600, 0.1887, -2.5890], [-6.2914, 2.8127, 1.3450], [1.1555, -0.3970, 5.3723], [2.3115, -5.2235, 0.9949], [-2.3231, -4.2335, -0.3350], [1.3631, 4.5186, 3.5379], [1.2992, -4.9707, 0.7296], [-2.0327, 2.7123, 3.8145], [-3.4285, 1.4170, -3.7745], [5.5508, 2.7141, 1.8442], [-0.9048, -1.6759, -0.3476], [-1.1993, -2.2672, -3.4716], [4.2883, -0.5270, -4.0099], [-3.7949, 2.3009, -1.4141], [3.2396, -3.3856, -1.4408], [0.3406, 3.5402, 1.5362], [0.9332, -0.2734, 4.3207], [4.2359, -2.9207, 3.1387], [3.0018, 1.2887, 1.2150], [-6.4510, 0.6944, 1.0688], [4.6091, -4.9961, -1.8311], [4.1526, 1.0152, -1.4076], [-2.7530, -1.5810, -0.5652], [-4.4074, 1.3270, 1.1626], [1.8977, 0.7022, -0.7449], [-1.3950, 2.8029, 2.5716], [1.8023, -2.7873, -2.9667], [3.4047, 2.8483, 2.1749], [4.0999, -4.1977, 1.9470], [-7.3621, 2.9686, 1.3464], [2.3495, -3.6735, -2.6478], [-3.7419, -1.2904, -4.2966], [0.4247, 3.9854, 3.6184], [-3.6526, 3.5461, -2.6561], [-3.5498, 2.4030, 1.3601], [-1.5577, 2.4107, -4.0845], [-5.0724, -2.1327, -0.1375], [3.6504, 4.9773, 2.1330], [-1.7168, -6.4844, 0.4087], [0.6030, -6.9509, 1.1432], [-2.8528, -0.9632, -4.8379], [1.0074, 2.8532, -1.7962], [-4.5297, -0.5083, -1.8296], [0.3297, -5.9608, 0.8019], [-2.5903, 1.7593, -3.1606]],
  "forces_ev_per_angstrom": [[-0.01, 0.01, 0.01], [-0.01, 0.00, -0.01], [0.06, -0.06, 0.12], [0.00, 0.00, 0.00], [0.00, -0.01, 0.02], [0.02, 0.01, -0.02], [0.07, -0.16, 0.02], [0.00, 0.00, 0.00], [0.00, 0.00, -0.02], [0.05, -0.01, -0.02], [0.07, -0.14, -0.06], [0.25, -0.06, 0.27], [-0.08, 0.00, -0.12], [0.01, 0.01, 0.00], [0.11, 0.03, 0.04], [-0.03, -0.01, 0.00], [0.05, 0.02, -0.05], [-0.05, 0.04, 0.04], [0.00, -0.04, -0.01], [0.05, -0.24, -0.11], [0.01, 0.02, 0.01], [-0.01, 0.05, -0.01], [-0.01, -0.01, 0.00], [0.03, 0.03, -0.02], [0.02, 0.02, -0.01], [0.02, 0.00, -0.02], [0.00, -0.01, 0.01], [-0.01, 0.00, 0.00], [0.06, 0.15, -0.10], [0.00, 0.00, 0.00], [0.01, 0.01, -0.01], [0.02, 0.01, -0.01], [-0.01, 0.02, 0.01], [-0.06, 0.01, 0.02], [0.01, -0.04, -0.03], [-0.54, 0.24, -0.09], [-0.01, 0.02, -0.02], [-0.05, -0.05, 0.06], [-0.06, -0.02, -0.01], [-0.02, 0.00, 0.02], [0.01, 0.00, 0.00], [0.01, 0.01, 0.01], [0.00, 0.01, 0.01], [0.01, -0.03, -0.02], [-0.10, 0.02, 0.05], [-0.01, 0.04, 0.05], [0.02, 0.02, 0.04], [-0.01, 0.00, -0.02], [-0.01, 0.00, 0.00], [0.07, 0.12, 0.09], [-0.03, -0.02, 0.03], [0.02, 0.03, -0.01], [0.04, -0.02, 0.02], [0.04, -0.03, -0.04], [0.00, 0.06, -0.03], [0.07, 0.00, 0.01], [0.01, 0.04, -0.03], [0.02, 0.00, 0.01], [0.00, 0.00, 0.01], [0.00, 0.00, -0.01], [-0.17, 0.15, 0.02], [0.18, -0.03, -0.13], [0.01, -0.04, -0.01], [0.00, -0.02, -0.03], [-0.03, -0.04, -0.04], [0.02, -0.01, -0.02], [0.00, 0.00, 0.00], [0.00, 0.00, 0.00], [0.04, 0.05, 0.06], [0.04, 0.01, 0.00], [0.06, 0.09, -0.16], [0.00, 0.00, -0.01], [-0.02, 0.00, 0.00], [-0.25, -0.10, -0.04], [-0.13, -0.45, -0.07], [-0.05, 0.06, -0.01], [0.00, 0.00, 0.01], [0.00, -0.05, -0.03], [-0.01, -0.01, 0.00], [0.00, 0.01, 0.00], [-0.01, 0.02, 0.00], [0.00, 0.00, 0.00], [0.04, 0.03, 0.10], [0.08, -0.02, -0.01], [-0.04, 0.01, 0.02], [-0.02, 0.09, 0.01], [0.01, 0.01, 0.00], [-0.01, 0.03, 0.02], [0.00, 0.01, 0.00], [0.07, 0.33, 0.19], [0.03, -0.02, 0.04], [0.02, -0.03, 0.05], [-0.02, -0.03, 0.03], [0.05, -0.02, -0.04], [-0.07, 0.00, 0.14], [-0.04, -0.02, 0.01], [0.00, 0.00, 0.00], [0.04, 0.01, 0.00], [0.00, -0.02, -0.02], [0.00, 0.02, 0.00], [0.00, -0.02, -0.01], [-0.10, -0.04, 0.05], [-0.01, -0.01, -0.06], [0.45, -0.04, -0.21], [-0.04, -0.06, 0.14], [-0.03, 0.11, -0.06], [-0.07, 0.00, 0.06], [-0.01, -0.02, 0.00], [0.00, 0.00, 0.00], [0.00, -0.01, -0.03], [0.01, -0.01, 0.01], [-0.04, 0.01, 0.03], [0.00, 0.01, 0.02], [-0.03, 0.00, 0.06], [0.00, 0.02, 0.00], [0.01, 0.01, -0.01], [0.02, 0.01, 0.00], [0.00, 0.00, -0.01], [0.00, 0.00, 0.00], [-0.02, -0.01, -0.01], [0.00, -0.02, 0.00], [-0.01, -0.01, 0.04], [-0.02, -0.03, -0.02], [-0.03, 0.01, -0.15]]
}